(1)
Molecular formula: C64H50IrN5OP3SSe4Si
Method: DFT, wB97M-V/def2-TZVPD

Its calculated total energy is -387486.835 eV. The HOMO-LUMO gap (alpha / beta) comes out at 7.64 / 5.77 eV. Its spin multiplicity is 2. The LUMO energy (alpha / beta) comes out at -0.005 / -0.078 Ha. The value obtained for the energy relative to the best compared isomer or geometry (same formula, charge and spin) is 0.0 kcal per mole. Its total charge is 0.

CARTESIAN COORDINATES (ANGSTROEM)
Ir -0.122 -0.550 0.105
Se -0.289 -0.305 2.605
P -2.433 0.107 2.188
Se -2.639 -0.338 0.083
C -3.431 -0.997 3.226
C -3.443 -0.789 4.606
C -4.164 -1.640 5.424
C -4.880 -2.696 4.870
C -4.872 -2.900 3.499
C -4.145 -2.053 2.672
C -2.940 1.763 2.691
C -4.191 2.199 2.256
C -4.641 3.457 2.612
C -3.846 4.282 3.401
C -2.606 3.845 3.838
C -2.150 2.583 3.483
H -2.893 0.039 5.037
H -4.172 -1.480 6.495
H -5.445 -3.359 5.512
H -5.432 -3.720 3.067
H -4.126 -2.211 1.600
H -4.803 1.563 1.627
H -5.607 3.801 2.268
H -4.196 5.270 3.670
H -1.986 4.487 4.450
H -1.188 2.235 3.835
Se 7.018 0.347 1.452
P 5.917 -0.134 -0.273
C 6.528 -1.663 -1.024
C 6.323 -2.872 -0.365
C 6.854 -4.040 -0.879
C 7.604 -4.007 -2.050
C 7.820 -2.804 -2.700
C 7.283 -1.630 -2.189
C 5.962 1.110 -1.595
C 6.821 2.194 -1.505
C 6.854 3.135 -2.527
C 6.018 2.999 -3.624
C 5.149 1.916 -3.712
C 5.123 0.969 -2.704
C 4.138 -0.472 -0.115
C 3.026 0.075 0.533
N 1.963 -0.670 0.109
N 2.404 -1.581 -0.734
N 3.690 -1.485 -0.885
P 3.114 1.319 1.822
Se 1.300 2.146 2.685
C 4.048 0.567 3.167
C 4.415 1.342 4.265
C 5.094 0.761 5.321
C 5.374 -0.600 5.305
C 4.966 -1.379 4.235
C 4.309 -0.799 3.161
C 3.871 2.781 1.094
C 3.196 3.307 -0.010
C 3.618 4.506 -0.556
C 4.703 5.176 -0.007
C 5.376 4.645 1.084
C 4.963 3.445 1.641
H 5.743 -2.897 0.550
H 6.684 -4.979 -0.369
H 8.019 -4.923 -2.452
H 8.407 -2.775 -3.610
H 7.454 -0.692 -2.701
H 7.461 2.291 -0.637
H 7.527 3.980 -2.457
H 6.037 3.739 -4.414
H 4.491 1.811 -4.565
H 4.448 0.123 -2.771
H 4.157 2.393 4.305
H 5.395 1.369 6.165
H 5.902 -1.052 6.134
H 5.173 -2.441 4.225
H 4.018 -1.409 2.316
H 2.316 2.812 -0.409
H 3.092 4.915 -1.408
H 5.030 6.115 -0.436
H 6.229 5.162 1.504
H 5.507 3.023 2.474
S -1.370 -4.949 1.206
C -1.059 -3.270 1.231
N -0.353 -2.779 0.259
C 0.013 -3.806 -0.627
C 0.770 -3.673 -1.789
C 1.025 -4.792 -2.551
C 0.534 -6.050 -2.180
C -0.218 -6.202 -1.035
C -0.469 -5.067 -0.265
H -1.461 -2.668 2.031
H 1.145 -2.703 -2.060
H 1.606 -4.681 -3.458
H 0.745 -6.913 -2.798
H -0.604 -7.169 -0.739
O -0.033 -0.646 -1.917
Si -0.843 -0.900 -3.282
C -1.424 0.713 -4.051
C -0.843 1.919 -3.656
C -1.211 3.121 -4.248
C -2.162 3.137 -5.257
C -2.746 1.947 -5.672
C -2.380 0.751 -5.071
C 0.360 -1.700 -4.493
C -0.072 -2.407 -5.616
C 0.833 -2.967 -6.508
C 2.197 -2.824 -6.294
C 2.649 -2.114 -5.188
C 1.737 -1.557 -4.302
C -2.377 -1.993 -3.109
C -2.332 -3.389 -3.172
C -3.460 -4.164 -2.940
C -4.673 -3.555 -2.645
C -4.751 -2.171 -2.598
C -3.616 -1.405 -2.831
H -0.117 1.922 -2.853
H -0.761 4.046 -3.909
H -2.451 4.073 -5.718
H -3.490 1.953 -6.460
H -2.851 -0.168 -5.404
H -1.136 -2.533 -5.796
H 0.474 -3.516 -7.370
H 2.905 -3.264 -6.985
H 3.713 -2.004 -5.011
H 2.094 -1.018 -3.430
H -1.398 -3.884 -3.410
H -3.392 -5.244 -2.996
H -5.555 -4.158 -2.466
H -5.695 -1.687 -2.382
H -3.698 -0.324 -2.802
N 0.020 2.510 -0.435
C -0.033 1.382 -0.185

Atom charges from the Löwdin analysis, given in e for atoms 1 to 5: 0.80 0.40 0.34 0.53 -0.40

***

(2)
Molecular formula: C64H51N3NiOP3Si
Method: DFT, wB97M-V/def2-TZVPD

Its calculated total energy is -150498.257 eV. The HOMO-LUMO gap (alpha / beta) comes out at 6.39 / 8.06 eV. Its spin multiplicity is 3. The LUMO energy (alpha / beta) comes out at -0.078 / -0.089 Ha. The value obtained for the energy relative to the best compared isomer or geometry (same formula, charge and spin) is 11.4 kcal per mole. Its total charge is +1.

CARTESIAN COORDINATES (ANGSTROEM)
Ni 0.366 0.288 -0.270
C 2.266 -6.731 -0.647
C 1.929 -6.064 0.522
C 1.415 -4.785 0.464
C 1.225 -4.156 -0.768
C 1.570 -4.825 -1.932
C 2.088 -6.108 -1.869
P 0.449 -2.495 -0.683
C -0.088 -2.225 -2.404
C -1.426 -2.051 -2.745
C -1.779 -1.812 -4.061
C -0.804 -1.736 -5.044
C 0.535 -1.861 -4.704
C 0.894 -2.086 -3.387
C -1.091 -3.076 0.100
C -1.700 -4.260 -0.295
C -2.882 -4.652 0.304
C -3.460 -3.847 1.274
C -2.837 -2.680 1.680
C -1.625 -2.299 1.124
Si -0.615 -0.727 1.517
C 0.921 -1.144 2.624
C 0.741 -1.685 3.891
C 1.824 -1.948 4.713
C 3.111 -1.704 4.260
C 3.310 -1.181 2.996
C 2.219 -0.867 2.190
P 2.451 -0.150 0.537
C 3.639 -1.311 -0.219
C 4.439 -0.920 -1.291
C 5.255 -1.839 -1.923
C 5.272 -3.161 -1.509
C 4.491 -3.552 -0.435
C 3.681 -2.636 0.205
C 3.499 1.340 0.697
C 3.563 2.164 -0.426
C 4.391 3.269 -0.449
C 5.151 3.580 0.666
C 5.051 2.797 1.803
C 4.236 1.680 1.823
C -1.496 0.541 2.648
C -2.367 0.254 3.688
C -2.831 1.261 4.516
C -2.400 2.565 4.339
C -1.514 2.865 3.319
C -1.091 1.861 2.454
P 0.130 2.199 1.140
C -0.515 3.560 0.125
C 0.220 3.822 -1.030
C -0.142 4.855 -1.870
C -1.250 5.630 -1.565
C -2.010 5.341 -0.445
C -1.653 4.304 0.399
C 1.344 3.053 2.198
C 1.876 4.298 1.885
C 2.725 4.929 2.776
C 3.052 4.326 3.978
C 2.548 3.070 4.280
C 1.701 2.434 3.395
H 2.661 -7.734 -0.604
H 2.057 -6.548 1.480
H 1.134 -4.271 1.375
H 1.408 -4.372 -2.898
H 2.335 -6.624 -2.784
H -2.186 -2.118 -1.980
H -2.820 -1.706 -4.328
H -1.086 -1.591 -6.075
H 1.297 -1.803 -5.469
H 1.942 -2.170 -3.110
H -1.256 -4.869 -1.070
H -3.361 -5.570 -0.001
H -4.395 -4.141 1.725
H -3.300 -2.067 2.435
H -0.261 -1.896 4.234
H 1.667 -2.358 5.699
H 3.960 -1.921 4.890
H 4.315 -1.036 2.626
H 4.451 0.115 -1.608
H 5.880 -1.518 -2.742
H 5.892 -3.881 -2.018
H 4.502 -4.576 -0.095
H 3.086 -2.944 1.050
H 2.945 1.950 -1.286
H 4.442 3.885 -1.335
H 5.806 4.438 0.654
H 5.612 3.056 2.689
H 4.161 1.095 2.725
H -2.670 -0.764 3.874
H -3.510 1.026 5.320
H -2.737 3.345 5.007
H -1.130 3.871 3.215
H 1.072 3.192 -1.258
H 0.438 5.072 -2.757
H -1.518 6.459 -2.203
H -2.877 5.941 -0.207
H -2.260 4.078 1.262
H 1.614 4.782 0.954
H 3.127 5.901 2.534
H 3.698 4.832 4.678
H 2.814 2.586 5.207
H 1.300 1.458 3.631
O 1.411 0.620 -2.338
H 0.899 0.136 -2.997
H 2.260 0.163 -2.271
N -5.071 5.199 -8.102
C -4.631 4.712 -7.165
C -4.094 4.098 -6.008
C -4.400 4.603 -4.745
C -3.920 3.968 -3.619
C -3.135 2.827 -3.758
C -2.805 2.337 -5.019
C -3.285 2.969 -6.146
N -2.692 2.137 -2.620
C -3.427 1.857 -1.500
C -2.614 1.126 -0.690
N -1.396 0.960 -1.286
C -1.479 1.572 -2.443
H -5.004 5.494 -4.663
H -4.139 4.357 -2.637
H -2.196 1.449 -5.098
H -3.048 2.596 -7.131
H -4.445 2.168 -1.391
H -2.837 0.717 0.274
H -0.688 1.693 -3.155

Atom charges from the Löwdin analysis, given in e for atoms 1 to 5: 0.02 -0.08 -0.07 -0.12 -0.37

***

(3)
Molecular formula: C64H63NO9S
Method: DFT, wB97M-V/def2-TZVPD

Its calculated total energy is -98143.241 eV. The HOMO-LUMO gap comes out at 7.48 eV. The LUMO energy comes out at -0.038 Ha. As for the SMILES: CCCCCCCCCCCc1cc(OC[C@H](C)O)c(CCc2ccccc2)c2c1C(=O)C(N=C=O)=C(CSCC)C2=O.O=C1c2ccccc2C(=O)c2ccccc21.O=C1c2ccccc2C(=O)c2ccccc21. The value obtained for the energy relative to the best compared isomer or geometry (same formula, charge and spin) is 0.0 kcal per mole. Its total charge is 0.

CARTESIAN COORDINATES (ANGSTROEM)
C -9.276 0.301 -6.521
C -8.518 0.992 -7.672
C -7.014 1.108 -7.379
C -6.354 -0.265 -7.283
C -4.814 -0.169 -7.110
C -4.398 -0.494 -5.677
C -3.034 0.093 -5.321
C -2.428 -0.478 -4.037
C -3.217 -0.114 -2.780
C -2.888 -1.048 -1.608
C -1.605 -0.583 -0.883
C -1.778 0.032 0.488
C -2.918 -0.135 1.255
C -3.046 0.409 2.518
O -4.232 0.138 3.188
C -4.083 -0.861 4.204
C -4.987 -2.043 3.936
C -4.801 -3.073 5.039
O -4.584 -2.632 2.695
C -2.056 1.201 3.102
C -2.280 1.822 4.457
C -2.713 3.307 4.374
C -3.950 3.676 5.172
C -4.901 2.776 5.641
C -5.985 3.234 6.375
C -6.167 4.580 6.642
C -5.238 5.496 6.158
C -4.143 5.030 5.445
C -0.884 1.365 2.342
C -0.753 0.791 1.074
C 0.549 1.018 0.394
O 0.701 1.180 -0.792
C 1.721 1.040 1.321
N 2.925 0.424 0.781
C 2.736 -0.772 0.616
O 2.588 -1.871 0.384
C 1.635 1.573 2.538
C 2.814 1.551 3.469
S 3.094 3.003 4.517
C 4.114 4.114 3.516
C 5.101 3.387 2.587
C 0.285 2.141 2.890
O 0.162 3.148 3.534
H -10.141 0.858 -6.177
H -8.611 0.201 -5.664
H -9.540 -0.712 -6.811
H -8.612 0.399 -8.581
H -8.919 1.982 -7.871
H -6.540 1.705 -8.155
H -6.908 1.610 -6.414
H -6.568 -0.808 -8.202
H -6.759 -0.790 -6.422
H -4.377 -0.881 -7.805
H -4.511 0.843 -7.377
H -4.367 -1.577 -5.558
H -5.158 -0.073 -5.017
H -2.356 -0.164 -6.138
H -3.087 1.182 -5.300
H -2.344 -1.559 -4.170
H -1.408 -0.094 -3.985
H -4.276 -0.139 -3.018
H -2.920 0.901 -2.517
H -2.669 -2.020 -2.048
H -3.740 -1.196 -0.955
H -1.133 0.148 -1.522
H -0.910 -1.424 -0.828
H -3.748 -0.734 0.916
H -4.346 -0.424 5.171
H -3.065 -1.239 4.255
H -6.043 -1.787 3.908
H -3.748 -3.345 5.143
H -5.140 -2.720 6.011
H -5.328 -3.989 4.789
H -4.050 -3.405 2.892
H -1.330 1.779 4.986
H -2.963 1.229 5.042
H -1.907 3.931 4.729
H -2.892 3.539 3.326
H -4.799 1.722 5.437
H -6.734 2.545 6.742
H -7.003 4.948 7.218
H -5.339 6.558 6.320
H -3.410 5.743 5.090
H 2.713 0.717 4.161
H 3.721 1.357 2.908
H 3.484 4.752 2.902
H 4.672 4.718 4.223
H 5.484 2.538 3.149
H 5.891 4.035 2.230
H 4.510 2.987 1.765
O 9.502 -1.874 6.944
C 9.649 -0.934 6.192
C 10.828 -0.032 6.314
C 11.780 -0.290 7.292
C 12.900 0.518 7.397
C 13.075 1.586 6.523
C 12.122 1.857 5.556
C 10.993 1.054 5.451
C 9.969 1.370 4.416
O 10.086 2.344 3.701
C 8.801 0.456 4.280
C 7.852 0.712 3.298
C 6.777 -0.143 3.138
C 6.644 -1.259 3.957
C 7.579 -1.512 4.946
C 8.658 -0.654 5.114
H 11.642 -1.124 7.966
H 13.642 0.313 8.157
H 13.956 2.209 6.600
H 12.251 2.690 4.879
H 7.959 1.577 2.658
H 6.039 0.056 2.370
H 5.806 -1.932 3.824
H 7.477 -2.377 5.587
O -0.582 -4.552 -4.271
C -0.012 -4.059 -5.223
C -0.240 -4.574 -6.602
C -1.133 -5.621 -6.796
C -1.382 -6.088 -8.075
C -0.742 -5.511 -9.167
C 0.161 -4.478 -8.978
C 0.419 -4.010 -7.696
C 1.406 -2.908 -7.510
O 2.017 -2.453 -8.454
C 1.618 -2.379 -6.133
C 2.505 -1.327 -5.940
C 2.688 -0.802 -4.672
C 1.987 -1.327 -3.591
C 1.112 -2.383 -3.776
C 0.926 -2.916 -5.045
H -1.632 -6.063 -5.945
H -2.081 -6.900 -8.225
H -0.947 -5.870 -10.167
H 0.665 -4.030 -9.823
H 3.044 -0.920 -6.784
H 3.375 0.021 -4.523
H 2.121 -0.908 -2.602
H 0.567 -2.794 -2.938

Atom charges from the Löwdin analysis, given in e for atoms 1 to 5: -0.11 -0.26 -0.24 -0.22 -0.20